Entry 1:
A molecular structure, C42H56CaN8OS3. Source: the OMol25 dataset; level of theory: ωB97M-V/def2-TZVPD.

2S+1: 1
HOMO-LUMO gap, eV: 6.6
LUMO, eV: -5.12
Charge: +2
Relative energy (zero: lowest compared OMol25 entry of this formula, charge and spin), kJ/mol: 48.8

Geometry (Å):
Ca (-0.545, -0.825, -0.981)
S (1.868, 0.553, -1.837)
C (2.448, 2.127, -1.763)
N (3.736, 2.414, -1.785)
C (4.188, 3.774, -1.459)
C (3.304, 4.294, -0.356)
N (1.922, 4.296, -0.837)
C (1.093, 5.459, -0.478)
C (0.485, 5.289, 0.895)
C (1.209, 5.576, 2.049)
C (0.643, 5.392, 3.305)
C (-0.662, 4.930, 3.417)
C (-1.397, 4.652, 2.271)
C (-0.826, 4.829, 1.017)
C (1.488, 3.316, -1.643)
S (0.085, 3.297, -2.496)
C (4.808, 1.410, -1.968)
C (5.535, 1.151, -0.669)
C (6.884, 1.459, -0.539)
C (7.547, 1.235, 0.663)
C (6.861, 0.705, 1.744)
C (5.510, 0.395, 1.623)
C (4.851, 0.614, 0.423)
H (4.144, 4.410, -2.345)
H (5.219, 3.702, -1.124)
H (3.575, 5.315, -0.098)
H (3.417, 3.680, 0.542)
H (0.321, 5.566, -1.231)
H (1.730, 6.342, -0.523)
H (2.218, 5.972, 1.973)
H (1.214, 5.633, 4.194)
H (-1.115, 4.819, 4.396)
H (-2.428, 4.331, 2.357)
H (-1.401, 4.634, 0.118)
H (5.486, 1.808, -2.723)
H (4.348, 0.512, -2.361)
H (7.428, 1.873, -1.383)
H (8.600, 1.476, 0.751)
H (7.379, 0.525, 2.679)
H (4.978, -0.029, 2.468)
H (3.799, 0.366, 0.320)
C (-4.988, -2.285, -0.063)
N (-4.826, -0.843, -0.170)
C (-6.080, -0.095, -0.216)
C (-3.663, -0.309, -0.625)
N (-2.781, -0.972, -1.368)
C (-3.304, -1.831, -2.385)
C (-4.389, -1.368, -3.092)
C (-5.017, -2.114, -4.103)
C (-4.512, -3.332, -4.430)
C (-3.347, -3.826, -3.791)
C (-2.837, -5.066, -4.252)
C (-1.682, -5.572, -3.747)
C (-1.014, -4.861, -2.737)
C (-1.501, -3.691, -2.206)
N (-0.714, -3.073, -1.187)
C (-0.186, -3.829, -0.237)
N (1.010, -3.438, 0.299)
C (2.059, -2.842, -0.518)
C (1.349, -3.640, 1.698)
N (-0.790, -4.910, 0.307)
C (-2.229, -5.097, 0.229)
C (-0.036, -6.083, 0.735)
C (-2.701, -3.095, -2.746)
N (-3.348, 0.940, -0.195)
C (-2.496, 1.816, -0.974)
C (-3.924, 1.545, 0.998)
H (-5.621, -2.498, 0.799)
H (-4.019, -2.746, 0.087)
H (-5.449, -2.713, -0.957)
H (-6.770, -0.609, -0.891)
H (-5.915, 0.905, -0.608)
H (-6.545, -0.023, 0.769)
H (-4.775, -0.379, -2.864)
H (-5.882, -1.712, -4.616)
H (-4.964, -3.935, -5.209)
H (-3.375, -5.581, -5.038)
H (-1.267, -6.500, -4.120)
H (-0.076, -5.247, -2.354)
H (1.745, -2.810, -1.559)
H (2.972, -3.438, -0.454)
H (2.302, -1.829, -0.180)
H (0.467, -3.943, 2.255)
H (1.715, -2.696, 2.108)
H (2.130, -4.393, 1.828)
H (-2.712, -4.137, 0.083)
H (-2.575, -5.530, 1.168)
H (-2.510, -5.757, -0.594)
H (1.018, -5.960, 0.502)
H (-0.404, -6.956, 0.191)
H (-0.148, -6.269, 1.805)
H (-2.290, 1.378, -1.946)
H (-1.552, 2.022, -0.457)
H (-2.989, 2.777, -1.138)
H (-4.323, 0.775, 1.653)
H (-4.716, 2.257, 0.756)
H (-3.134, 2.080, 1.527)
O (-0.179, -0.262, 1.114)
S (-0.457, 0.931, 2.038)
C (-0.202, 0.277, 3.714)
C (0.994, 1.016, 4.316)
C (1.953, 1.271, 3.158)
C (1.086, 1.873, 2.060)
H (0.023, -0.775, 3.531)
H (-1.130, 0.354, 4.277)
H (1.436, 0.424, 5.116)
H (0.673, 1.965, 4.750)
H (2.399, 0.333, 2.814)
H (2.765, 1.944, 3.429)
H (1.479, 1.799, 1.042)
H (0.817, 2.911, 2.265)

Entry 2:
10 unconnected molecules or ions with the total composition C42H56F4O6 in a non-equilibrium geometry. Source: the OMol25 dataset; level of theory: ωB97M-V/def2-TZVPD.

SMILES string: Fc1ccccc1.Fc1ccccc1.Fc1ccccc1.Fc1ccccc1.CC(C)=O.CC(C)=O.CC(C)=O.CC(C)=O.CC(C)=O.CC(C)=O
2S+1: 1
HOMO-LUMO gap, eV: 9.2
LUMO, eV: 0.24

Geometry (Å):
F (-6.705, 4.198, 2.370)
C (-5.445, 3.706, 2.405)
C (-5.027, 2.893, 3.429)
C (-3.738, 2.334, 3.482)
C (-2.937, 2.578, 2.359)
C (-3.338, 3.365, 1.286)
C (-4.612, 3.934, 1.290)
H (-5.649, 2.651, 4.277)
H (-3.277, 1.797, 4.298)
H (-1.968, 2.101, 2.362)
H (-2.701, 3.493, 0.423)
H (-5.014, 4.610, 0.550)
F (0.384, 4.817, 2.523)
C (1.457, 4.136, 2.097)
C (1.625, 2.809, 2.520)
C (2.730, 2.076, 2.150)
C (3.644, 2.701, 1.275)
C (3.505, 4.048, 0.836)
C (2.425, 4.740, 1.322)
H (0.862, 2.412, 3.173)
H (2.754, 1.040, 2.455)
H (4.539, 2.152, 1.021)
H (4.222, 4.540, 0.195)
H (2.262, 5.760, 1.006)
F (0.132, -4.222, 2.684)
C (-0.241, -3.664, 3.839)
C (0.052, -4.308, 5.034)
C (-0.468, -3.794, 6.238)
C (-1.382, -2.739, 6.235)
C (-1.669, -2.112, 5.018)
C (-1.076, -2.571, 3.814)
H (0.622, -5.224, 5.067)
H (-0.285, -4.221, 7.213)
H (-1.885, -2.485, 7.156)
H (-2.296, -1.236, 4.945)
H (-1.400, -2.176, 2.862)
F (-3.446, 0.700, -5.730)
C (-4.067, 0.351, -4.523)
C (-5.305, -0.325, -4.476)
C (-5.885, -0.548, -3.207)
C (-5.341, 0.025, -2.074)
C (-4.096, 0.594, -2.175)
C (-3.451, 0.753, -3.390)
H (-5.717, -0.690, -5.405)
H (-6.878, -0.968, -3.144)
H (-5.908, -0.014, -1.156)
H (-3.598, 0.994, -1.304)
H (-2.483, 1.225, -3.467)
C (0.481, -0.414, 1.560)
C (-0.699, -0.306, 0.580)
C (-0.545, -0.686, -0.889)
O (-1.802, 0.105, 0.888)
H (0.812, -1.445, 1.688)
H (0.259, -0.012, 2.549)
H (1.387, 0.011, 1.125)
H (-0.338, 0.114, -1.599)
H (-1.429, -1.224, -1.230)
H (0.338, -1.311, -1.024)
C (1.035, 0.917, -6.585)
C (1.582, 0.402, -5.297)
C (0.934, -0.742, -4.590)
O (2.616, 0.911, -4.853)
H (0.634, 0.179, -7.279)
H (1.842, 1.501, -7.028)
H (0.229, 1.547, -6.209)
H (-0.153, -0.665, -4.570)
H (1.143, -0.775, -3.521)
H (1.253, -1.707, -4.985)
C (3.035, -2.357, 4.389)
C (2.650, -1.018, 4.957)
C (3.446, -0.541, 6.153)
O (1.693, -0.362, 4.519)
H (2.575, -2.476, 3.407)
H (2.609, -3.105, 5.058)
H (4.082, -2.503, 4.124)
H (4.365, -1.109, 6.298)
H (3.005, -0.690, 7.138)
H (3.534, 0.522, 5.927)
C (3.395, -0.441, -1.298)
C (3.567, -1.979, -1.369)
C (4.863, -2.563, -0.822)
O (2.753, -2.755, -1.823)
H (2.320, -0.287, -1.212)
H (3.736, 0.062, -2.203)
H (4.020, -0.099, -0.473)
H (4.917, -2.422, 0.258)
H (5.712, -1.959, -1.144)
H (4.989, -3.626, -1.028)
C (0.642, -4.949, -3.730)
C (-0.262, -3.888, -4.170)
C (-1.234, -3.387, -3.109)
O (-0.214, -3.408, -5.301)
H (1.208, -5.198, -4.627)
H (0.036, -5.818, -3.472)
H (1.295, -4.547, -2.956)
H (-1.880, -4.228, -2.856)
H (-1.917, -2.636, -3.506)
H (-0.704, -3.076, -2.209)
C (0.560, 2.807, -1.048)
C (0.443, 2.807, -2.541)
C (1.332, 3.852, -3.340)
O (-0.336, 2.091, -3.125)
H (0.399, 3.835, -0.723)
H (1.526, 2.434, -0.710)
H (-0.221, 2.150, -0.663)
H (2.405, 3.791, -3.157)
H (0.958, 4.852, -3.119)
H (1.191, 3.591, -4.388)